No. 1
A structure of composition C49H45ClDyO3P3 in a non-equilibrium geometry. Source: OMol25; level of theory: ωB97M-V/def2-TZVPD.

For the frontier orbital gap (spin up / spin down), the calculation gives 7.9264 / 7.9256 eV. Its largest force on an atom is 3.20 eV Å⁻¹. The expectation value of S² is 9.341. Its net charge is +2. The energy comes out at -4488.79750 Eh. As for the spin multiplicity: 6.

```
102
Properties=species:S:1:pos:R:3:forces:R:3:mulliken_charge:R:1
Dy 10.571 11.086 14.415 -0.7 -0.5 -0.7 -0.241
Cl 9.154 8.500 21.220 -0.1 0.6 -0.4 -0.190
C 9.174 9.446 19.747 0.1 -1.8 -0.9 -0.160
C 8.932 10.801 19.706 0.8 0.8 -1.2 -0.494
C 9.143 11.512 18.495 -0.5 0.0 1.2 -0.511
C 9.425 10.840 17.317 -0.5 0.4 -0.3 0.424
O 9.540 11.506 16.169 0.4 0.0 0.0 -0.108
C 9.477 9.432 17.325 0.1 -0.4 1.1 1.184
C 9.480 8.610 16.160 -0.7 -1.6 1.4 -0.115
O 9.579 8.959 15.007 0.8 1.4 -2.3 -0.516
C 9.397 8.741 18.543 -0.1 2.0 1.1 -1.184
H 8.683 11.341 20.599 -0.1 0.1 0.3 0.484
H 9.016 12.606 18.473 0.1 -0.7 0.0 0.476
H 9.266 7.522 16.329 0.3 0.6 0.1 0.484
H 9.578 7.701 18.563 -0.1 -1.0 0.1 0.443
C 14.047 13.693 12.519 -0.5 1.0 -2.3 -1.413
C 14.239 12.816 11.231 -0.7 -1.1 0.4 2.128
C 15.209 13.514 10.268 -0.2 1.0 0.8 -2.359
C 12.890 12.482 10.570 1.1 2.3 -1.9 0.547
C 12.530 12.949 9.265 0.3 -0.4 1.5 -0.893
C 11.292 12.585 8.817 -0.7 0.4 -1.0 -1.345
C 10.391 11.810 9.534 -0.5 0.1 -0.1 -0.573
C 10.676 11.389 10.805 1.2 -0.6 -0.2 -0.096
P 9.678 10.131 11.718 -0.1 -0.2 0.0 1.666
C 10.535 8.514 11.415 0.1 0.2 -0.2 0.930
C 11.924 8.474 11.365 0.0 -0.3 0.1 -0.558
C 12.604 7.269 11.502 -0.5 0.1 -0.5 -0.716
C 11.936 6.062 11.653 -0.1 0.5 0.2 -0.882
C 10.538 6.103 11.600 0.8 -0.3 -0.1 -0.812
C 9.841 7.289 11.430 -0.8 1.1 1.1 -0.744
C 8.008 9.927 10.972 0.2 0.4 0.7 0.529
C 6.891 10.291 11.719 -0.1 -0.4 0.2 -0.762
C 5.627 9.884 11.282 -0.6 0.0 0.1 -0.512
C 5.418 9.093 10.128 1.3 0.7 1.5 -0.702
C 6.571 8.743 9.418 -1.3 0.2 -0.1 -0.671
C 7.796 9.191 9.822 1.3 -0.3 -0.1 -0.386
C 11.975 11.772 11.242 -1.7 -1.4 1.7 -0.068
O 12.326 11.342 12.547 0.9 -0.6 0.9 1.518
C 13.688 10.855 12.656 -0.5 1.7 -2.3 -0.572
C 14.018 9.927 13.588 -0.4 0.3 1.9 0.246
C 15.285 9.397 13.500 0.7 -1.5 0.9 -0.774
C 16.191 9.902 12.623 1.2 -0.5 -0.2 -1.502
C 15.947 10.985 11.862 -1.0 2.3 -2.0 -0.206
C 14.627 11.436 11.765 0.6 0.7 1.4 0.077
P 13.111 9.976 15.196 -0.5 -0.4 -1.1 1.022
C 13.569 11.521 16.061 0.7 -0.4 -1.6 0.746
C 14.642 12.303 15.654 0.3 -0.8 0.2 -0.561
C 15.021 13.315 16.504 0.4 0.3 -1.2 -0.791
C 14.315 13.643 17.624 0.5 1.9 1.2 -0.858
C 13.220 12.895 17.971 -0.4 1.0 2.1 -0.647
C 12.871 11.841 17.210 -0.6 -2.3 -0.4 -0.394
C 13.710 8.655 16.252 -0.4 0.6 -0.7 0.458
C 14.759 8.964 17.113 -0.4 -2.1 1.6 -0.129
C 14.986 8.132 18.233 -0.9 0.5 -1.2 -1.013
C 14.121 7.075 18.426 -0.6 0.5 -0.2 -0.668
C 13.054 6.832 17.579 -0.9 -0.8 -1.8 -0.812
C 12.857 7.543 16.382 1.6 0.5 2.0 -0.484
H 13.849 14.684 12.117 0.2 0.5 0.1 0.688
H 14.939 13.751 13.107 0.4 -0.2 0.5 0.345
H 13.140 13.484 13.051 -0.1 -0.6 0.6 -0.278
H 14.703 14.457 9.941 0.5 -0.9 -0.2 0.611
H 15.579 12.915 9.448 -0.3 -0.2 -0.4 0.409
H 16.103 13.893 10.781 -0.2 -0.3 0.2 0.453
H 13.206 13.615 8.727 -0.4 -0.4 0.0 0.434
H 10.893 12.908 7.871 0.4 0.3 -0.4 0.448
H 9.441 11.590 9.062 0.0 -0.2 0.1 0.559
H 12.548 9.343 11.227 -0.3 0.1 -0.1 0.329
H 13.651 7.362 11.368 1.0 -0.4 0.2 0.570
H 12.473 5.120 11.837 -0.3 0.5 -0.3 0.436
H 10.081 5.142 11.687 -0.8 -0.3 0.0 0.459
H 8.735 7.388 11.493 0.9 -0.7 -0.2 0.391
H 7.046 10.724 12.718 -0.4 0.1 -0.5 0.371
H 4.777 10.148 11.916 0.1 -0.1 -0.3 0.397
H 4.434 8.686 9.950 0.0 0.1 -0.4 0.423
H 6.524 8.110 8.559 -0.1 -0.3 -0.4 0.454
H 8.673 8.821 9.325 0.2 0.0 -0.5 0.521
H 15.605 8.555 14.130 -0.3 0.5 0.0 0.551
H 17.183 9.578 12.494 1.1 -1.1 0.6 0.549
H 16.771 11.524 11.316 -1.0 -0.8 0.5 0.405
H 15.316 12.017 14.836 -0.6 0.2 0.1 0.419
H 15.882 13.844 16.190 0.8 0.7 0.2 0.546
H 14.643 14.515 18.253 -0.4 -1.1 -0.7 0.373
H 12.709 13.073 18.931 0.2 0.0 -0.6 0.490
H 12.240 11.046 17.597 -0.6 0.4 0.1 0.458
H 15.390 9.800 17.056 0.4 1.3 -0.6 0.526
H 15.685 8.405 18.996 0.6 -0.1 0.0 0.435
H 14.183 6.476 19.286 0.3 -0.6 1.1 0.467
H 12.330 6.039 17.761 0.4 -0.1 0.3 0.448
H 12.119 7.296 15.636 -0.3 0.1 0.1 0.779
C 10.047 14.654 11.959 -0.5 -0.7 -0.3 -1.194
P 9.615 13.843 13.572 0.5 -0.7 -1.1 0.980
C 10.545 14.766 14.790 0.7 0.7 1.1 -1.128
C 7.871 14.268 13.912 0.5 -0.2 -1.8 -1.274
H 9.700 15.675 11.927 0.3 0.6 0.3 0.557
H 9.453 14.195 11.167 -0.1 -0.4 0.1 0.326
H 11.081 14.546 11.593 -0.2 0.1 0.7 0.156
H 10.548 15.868 14.643 -0.5 -0.6 0.3 0.499
H 11.613 14.522 14.686 -0.2 -0.2 0.1 0.189
H 10.211 14.445 15.819 0.4 0.6 -1.0 0.298
H 7.863 15.353 13.960 -0.6 0.2 -0.1 0.502
H 7.678 13.859 14.871 -0.5 -0.4 0.9 0.373
H 7.194 13.826 13.117 0.7 0.7 1.0 0.312
```
Forces are in eV/Å.

No. 2
A structure of composition C49H45LaN9O2STe in a non-equilibrium geometry. Source: OMol25; level of theory: ωB97M-V/def2-TZVPD.

For the frontier orbital gap (spin up / spin down), the calculation gives 7.0456 / 6.7400 eV. The energy above the lowest of the compared OMol25 structures with the same formula, charge and spin is 0.0 kJ/mol. Its largest force on an atom is 3.18 eV Å⁻¹. The expectation value of S² is 0.758. Its net charge is +2. The energy comes out at -3234.99920 Eh. As for the spin multiplicity: 2.

```
108
Properties=species:S:1:pos:R:3:forces:R:3:mulliken_charge:R:1
La 1.772 -0.470 -0.047 1.3 2.8 -0.5 2.034
S 7.581 -0.067 5.609 0.5 0.0 0.5 0.195
N 5.983 -0.134 5.783 0.2 0.0 -0.1 -0.631
C 5.493 -0.181 4.558 -0.4 0.0 -0.3 1.027
C 4.079 -0.254 4.218 0.3 0.0 0.2 0.480
C 3.074 -0.351 5.182 0.1 0.0 0.1 -0.707
C 1.764 -0.448 4.777 -0.1 0.0 0.1 -1.049
C 1.493 -0.426 3.416 0.1 0.0 -0.1 -0.495
N 2.435 -0.315 2.486 0.2 0.0 0.3 0.349
C 3.724 -0.253 2.872 0.0 0.1 -0.2 -0.754
C 4.758 -0.222 1.814 -0.3 0.0 0.0 -0.412
N 4.346 -0.248 0.528 0.1 -0.1 0.2 0.059
C 5.261 -0.309 -0.433 -0.1 0.0 0.0 -0.166
C 6.627 -0.326 -0.188 0.1 0.0 -0.1 -1.015
C 7.056 -0.260 1.114 0.2 0.0 0.1 -0.542
C 6.110 -0.207 2.140 0.2 0.0 0.2 0.329
C 6.480 -0.160 3.547 -0.3 0.0 -0.4 0.858
N 7.715 -0.097 4.008 -0.1 0.0 0.2 -0.626
H 3.351 -0.363 6.230 0.0 0.0 -0.1 0.556
H 0.956 -0.547 5.489 0.0 0.0 0.0 0.537
H 0.476 -0.510 3.060 -0.1 0.0 -0.1 0.509
H 4.892 -0.347 -1.452 0.0 0.0 0.0 0.363
H 7.325 -0.388 -1.013 0.0 0.0 0.0 0.487
H 8.110 -0.259 1.369 -0.1 0.0 0.0 0.555
N 2.356 -0.977 -4.625 0.1 0.2 -0.1 0.013
C 2.708 0.359 -4.602 -0.1 -0.2 0.0 -0.864
C 2.494 0.762 -3.324 -0.1 -0.1 0.1 -0.654
N 2.024 -0.308 -2.573 0.2 0.2 -0.6 1.026
C 1.954 -1.334 -3.397 0.1 0.1 0.0 -1.106
H 2.395 -1.584 -5.427 0.0 0.0 0.0 0.233
H 3.074 0.881 -5.471 -0.1 -0.1 0.1 0.456
H 2.648 1.739 -2.895 0.0 -0.1 0.0 0.464
H 1.627 -2.328 -3.130 0.0 0.0 0.0 0.589
C -8.016 -0.189 0.382 0.1 0.0 0.0 -1.592
C -6.521 -0.381 0.345 -0.1 0.0 0.0 0.602
C -5.960 -1.644 0.191 -0.1 -0.1 0.0 -0.826
C -4.586 -1.847 0.167 0.0 -0.1 -0.1 0.908
C -4.082 -3.264 -0.009 -0.1 0.3 0.0 -1.479
C -3.748 -0.727 0.276 0.0 0.0 0.2 -0.041
Te -1.611 -0.978 0.411 -0.8 -0.2 -0.1 0.658
N 0.418 -1.996 0.888 -1.0 -1.7 0.4 -0.571
C 1.056 -2.982 0.281 -0.1 -0.3 0.1 0.680
O 2.114 -2.669 -0.425 0.0 -1.8 -0.1 -1.130
C 0.668 -4.413 0.364 0.0 0.2 0.0 0.196
C -0.355 -4.813 1.220 0.0 -0.1 0.0 0.096
C -0.745 -6.143 1.260 0.0 0.0 0.0 -0.875
C -0.105 -7.077 0.448 0.0 0.0 0.0 -0.368
C 0.930 -6.681 -0.392 0.0 0.0 0.0 -0.973
C 1.317 -5.348 -0.433 0.0 -0.1 -0.1 -0.150
C -1.446 -1.666 -1.598 0.2 0.1 -0.2 0.837
C -1.375 -3.033 -1.868 0.1 0.1 -0.1 -0.489
C -1.265 -3.485 -3.178 0.0 0.0 0.0 -1.212
C -1.230 -2.566 -4.219 0.0 0.0 0.0 -1.169
C -1.305 -1.205 -3.947 0.0 -0.1 -0.1 -0.526
C -1.423 -0.725 -2.643 0.0 0.0 0.1 0.236
C -1.572 0.760 -2.416 -0.1 -0.1 0.0 -0.283
C -4.279 0.562 0.454 0.0 0.0 0.0 1.015
C -3.465 1.836 0.605 -0.2 -0.1 0.0 -1.287
C -5.663 0.704 0.472 0.0 0.1 0.0 -0.711
H -8.541 -1.145 0.382 0.1 0.1 0.0 0.364
H -8.355 0.381 -0.486 0.0 0.0 0.0 0.340
H -8.314 0.365 1.273 0.0 0.0 0.0 0.373
H -6.614 -2.507 0.098 0.0 0.1 0.0 0.381
H -4.800 -3.979 0.389 0.0 0.0 0.0 0.559
H -3.133 -3.434 0.499 0.1 0.0 0.1 -0.040
H -3.937 -3.495 -1.067 0.0 0.0 0.0 0.359
H -0.833 -4.078 1.854 0.0 0.0 0.0 0.499
H -1.539 -6.457 1.928 0.1 0.0 -0.1 0.443
H -0.411 -8.116 0.475 0.0 0.1 0.0 0.437
H 1.438 -7.413 -1.008 0.0 0.0 0.0 0.441
H 2.120 -5.022 -1.081 0.0 0.0 0.0 0.562
H -1.405 -3.756 -1.065 0.0 0.0 0.0 0.915
H -1.226 -4.552 -3.377 0.0 0.1 0.0 0.505
H -1.166 -2.908 -5.247 0.0 0.0 0.1 0.435
H -1.291 -0.490 -4.765 0.0 -0.1 0.1 0.497
H -1.480 1.305 -3.355 0.0 0.0 0.0 0.503
H -0.831 1.161 -1.723 0.0 -0.1 0.0 -0.562
H -2.559 0.981 -2.002 0.0 0.0 0.0 0.251
H -2.390 1.680 0.577 0.1 0.0 0.0 -0.765
H -3.708 2.336 1.546 0.0 -0.1 0.0 0.641
H -3.713 2.525 -0.204 0.0 0.0 0.0 0.426
H -6.084 1.701 0.598 0.0 -0.1 0.0 0.459
C -0.523 6.150 1.011 0.0 -0.2 0.0 -1.114
N -0.268 4.719 1.210 -0.1 0.3 -0.1 -0.004
N -0.017 3.857 0.163 -0.1 0.1 -0.1 0.675
C 0.506 2.694 0.663 -0.1 0.0 -0.2 0.123
O 0.778 1.697 -0.084 -0.1 0.8 0.3 0.258
C 0.615 2.872 2.059 0.0 0.0 0.0 -0.722
C 0.146 4.134 2.344 -0.1 0.0 0.2 0.118
C 0.071 4.852 3.648 0.0 0.0 0.0 -1.695
C -0.524 4.076 -1.158 0.1 -0.1 0.1 -0.434
C 0.322 3.862 -2.234 0.1 0.1 0.0 -0.107
C -0.163 4.025 -3.523 0.0 0.0 0.0 -0.799
C -1.479 4.416 -3.731 0.0 0.0 0.0 -0.575
C -2.315 4.642 -2.644 0.0 0.0 0.0 -0.859
C -1.843 4.464 -1.352 -0.1 -0.1 0.1 0.332
H -0.403 6.393 -0.038 0.0 0.0 -0.1 0.404
H 0.195 6.730 1.586 0.0 0.0 0.0 0.401
H -1.532 6.412 1.321 0.0 0.0 0.0 0.359
H 1.001 2.154 2.764 0.0 0.1 0.0 0.387
H 0.315 4.170 4.459 0.0 0.0 0.0 0.390
H -0.929 5.253 3.818 0.0 0.0 0.0 0.352
H 0.776 5.686 3.681 0.0 0.0 0.0 0.357
H 1.350 3.578 -2.054 0.0 0.0 0.0 0.586
H 0.495 3.862 -4.367 0.0 0.0 0.0 0.439
H -1.852 4.554 -4.739 0.0 0.0 0.1 0.460
H -3.342 4.951 -2.802 0.1 0.0 0.0 0.416
H -2.499 4.615 -0.501 0.1 0.0 -0.1 0.586
```
Forces are in eV/Å.